# 1
This record from the OMol25 dataset describes a cluster of 2 separate species, C6H6N2O2 in total at a distorted geometry. The level of theory is the ωB97M-V functional and the def2-TZVPD basis.

Max |F|, eV Å⁻¹: 4.7
ΔE to the lowest compared entry with this formula, charge and spin, eV: 2.8061
Orbital gap, eV: 9.6
SMILES: O=c1cc[nH]c(=O)[nH]1.C#C
Net charge: 0

Atoms and positions in Å:
O  -3.86  -1.82  0.21
C  -2.88  -1.07  0.25
C  -1.44  -1.30  -0.08
C  -0.51  -0.36  -0.33
N  -0.93  0.91  -0.12
C  -2.27  1.31  0.11
O  -2.51  2.54  -0.06
N  -3.23  0.41  0.44
H  -1.32  -2.33  -0.47
H  0.56  -0.37  -0.66
H  -0.38  1.62  -0.38
H  -4.29  0.61  0.43
C  5.44  -0.37  -0.25
C  6.15  0.14  0.58
H  4.93  -0.50  -1.15
H  6.55  0.57  1.49

---

# 2
This record from the OMol25 dataset describes the molecule C6H6N2O2 at a distorted geometry. The level of theory is the ωB97M-V functional and the def2-TZVPD basis.

Max |F|, eV Å⁻¹: 5.5
ΔE to the lowest compared entry with this formula, charge and spin, eV: 5.5778
Orbital gap, eV: 10.0
SMILES: [H]/N=C(\O)[C@@H]1N[C@@H]1C#CC=O
Net charge: 0

Atoms and positions in Å:
H  -1.12  2.73  -0.12
N  -1.29  1.88  -0.96
C  -1.54  0.95  -0.17
O  -1.40  1.67  1.24
C  -1.60  -0.53  -0.24
N  -1.12  -1.21  0.94
C  -0.35  -1.37  -0.29
C  0.95  -0.77  -0.34
C  2.05  -0.26  -0.37
C  3.40  0.27  -0.36
O  3.73  1.23  0.30
H  -1.26  0.90  1.82
H  -2.46  -0.92  -0.78
H  -1.66  -2.03  1.19
H  -0.46  -2.32  -0.82
H  4.11  -0.23  -1.04

---

# 3
This record from the OMol25 dataset describes a structure of composition C6H6N2O3Sn at a distorted geometry. The level of theory is the ωB97M-V functional and the def2-TZVPD basis.

Max |F|, eV Å⁻¹: 8.7
Orbital gap, eV: 8.0
Net charge: +2

Atoms and positions in Å:
O  0.00  4.50  -1.40
C  0.00  3.51  -0.89
Sn  0.00  -0.72  0.09
C  2.22  -1.52  -0.44
C  -2.22  -1.51  -0.44
O  3.28  -1.81  -0.84
O  -3.28  -1.81  -0.84
C  1.03  -0.65  5.43
N  0.03  0.00  4.58
C  -1.00  0.66  5.42
C  -0.05  -0.14  3.27
N  -0.01  -0.55  2.10
H  0.73  -0.46  6.46
H  2.02  -0.24  5.27
H  1.05  -1.72  5.27
H  -1.05  1.76  5.25
H  -2.02  0.23  5.25
H  -0.72  0.47  6.46

---

# 4
This record from the OMol25 dataset describes a structure of composition C6H6N2OS at a distorted geometry. The level of theory is the ωB97M-V functional and the def2-TZVPD basis.

Max |F|, eV Å⁻¹: 4.1
ΔE to the lowest compared entry with this formula, charge and spin, eV: 2.8755
Orbital gap, eV: 9.6
Net charge: 0

Atoms and positions in Å:
C  -1.82  -1.36  -0.18
C  -0.47  -1.56  0.03
C  -2.28  -0.06  -0.33
C  0.34  -0.44  0.05
C  -0.21  0.83  -0.10
C  0.72  1.97  -0.04
N  -1.51  1.01  -0.29
N  2.40  1.19  -0.09
O  2.92  -1.28  -0.36
S  2.11  -0.27  0.25
H  -2.51  -2.20  -0.22
H  -0.05  -2.55  0.15
H  -3.33  0.14  -0.50
H  0.73  2.61  -0.91
H  0.73  2.52  0.89
H  2.25  -0.55  1.64

---

# 5
This record from the OMol25 dataset describes the molecule C6H6N2S at a distorted geometry. The level of theory is the ωB97M-V functional and the def2-TZVPD basis.

Max |F|, eV Å⁻¹: 4.0
ΔE to the lowest compared entry with this formula, charge and spin, eV: 0.1819
Orbital gap, eV: 10.1
SMILES: Cc1ncsc1CC#N
Net charge: 0

Atoms and positions in Å:
C  -0.61  -1.02  1.41
C  -0.06  -0.76  0.09
N  0.58  -1.78  -0.51
C  1.10  -1.52  -1.62
S  0.69  0.06  -2.24
C  -0.23  0.26  -0.73
C  -0.61  1.64  -0.25
C  0.51  2.11  0.44
N  1.47  2.38  0.96
H  -0.54  -0.05  1.98
H  -1.62  -1.30  1.39
H  -0.05  -1.82  1.90
H  1.73  -2.10  -2.24
H  -1.52  1.56  0.51
H  -0.83  2.34  -1.09

---

# 6
This record from the OMol25 dataset describes a cluster of 2 separate species, C6H6N2S in total at a distorted geometry. The level of theory is the ωB97M-V functional and the def2-TZVPD basis.

Max |F|, eV Å⁻¹: 5.4
ΔE to the lowest compared entry with this formula, charge and spin, eV: 6.1344
Orbital gap (alpha / beta), eV: 5.6 / 5.6
Net charge: 0

Atoms and positions in Å:
C  2.06  2.40  0.08
C  1.34  1.46  0.38
C  -0.82  -2.29  -0.62
C  -0.83  -1.32  -1.67
C  -0.25  -1.65  0.43
C  -0.28  -0.16  -1.29
N  -0.01  -0.32  0.10
N  0.77  0.45  0.91
S  -1.01  2.12  2.11
H  2.44  3.24  -0.23
H  -1.21  -3.31  -0.51
H  -1.36  -1.56  -2.59
H  -0.30  -1.63  1.50
H  -0.12  0.65  -1.90
H  -0.43  1.94  3.29

---

The records above yield energy values of -492.14033 -492.03848 -781.00374 -815.04977 -739.89137 -739.67262 a.u., respectively.